No. 1
Density functional theory data (ωB97M-V/def2-TZVPD) for a cluster of 3 separate species, C15H34FN2O6P2 in total in a non-equilibrium geometry.

Output
E_HOMO   -3.91 eV
Net charge   -1
Lowest unoccupied orbital energy   2.368 eV

Each line ends with the Löwdin charge.
Atoms and positions in Å:
C: -3.29 1.16 1.83  -0.09
C: -1.92 0.48 1.62  -0.26
C: -1.48 0.50 0.17  -0.49
F: -1.95 1.63 -0.50  -0.08
P: 0.40 0.13 -0.01  0.43
P: 0.21 -0.12 -2.25  0.56
N: 0.03 1.15 -3.17  -0.39
N: 0.88 1.94 -0.09  -0.14
C: 2.23 2.06 -0.43  -0.62
C: 3.27 2.09 0.67  -0.02
O: 2.60 2.14 -1.54  0.09
C: 0.51 2.74 1.00  -0.56
C: -0.41 3.91 0.68  0.00
O: 0.88 2.62 2.12  0.07
H: -3.83 0.60 2.58  0.05
H: -3.89 1.20 0.94  0.07
H: -3.13 2.14 2.26  0.06
H: -2.00 -0.56 1.89  0.09
H: -1.21 0.96 2.28  0.08
H: -1.97 -0.36 -0.29  0.08
H: 1.82 -0.20 -0.14  -0.03
H: 0.06 -1.30 0.09  -0.03
H: 0.57 0.14 1.43  -0.01
H: 1.42 -0.76 -2.66  -0.05
H: -0.78 -1.13 -2.49  -0.05
H: -0.04 1.97 -2.58  -0.09
H: 4.17 1.57 0.35  0.07
H: 2.92 1.62 1.57  0.06
H: 3.56 3.11 0.89  0.08
H: 0.04 4.85 0.96  0.07
H: -1.36 3.73 1.16  0.07
H: -0.59 3.93 -0.39  0.07
O: 2.37 -4.28 -5.51  0.09
C: 2.45 -3.21 -6.04  -0.54
O: 2.09 -2.11 -5.37  -0.01
C: 2.30 -0.78 -5.86  -0.23
C: 1.18 -0.35 -6.79  -0.07
C: 2.88 -3.08 -7.49  0.00
H: 3.29 -0.69 -6.32  0.11
H: 2.29 -0.12 -4.99  0.11
H: 1.13 -0.99 -7.68  0.06
H: 1.33 0.68 -7.12  0.08
H: 0.22 -0.43 -6.28  0.08
H: 2.03 -3.30 -8.13  0.09
H: 3.66 -3.82 -7.67  0.08
H: 3.29 -2.11 -7.75  0.06
O: -2.10 -2.88 3.75  0.11
C: -2.22 -2.17 4.71  -0.53
O: -1.22 -1.33 5.03  0.00
C: -1.31 -0.33 6.04  -0.24
C: -1.02 -0.90 7.42  -0.07
C: -3.44 -2.26 5.60  0.01
H: -2.28 0.18 6.00  0.11
H: -0.56 0.41 5.79  0.13
H: -1.75 -1.66 7.70  0.06
H: -1.04 -0.11 8.17  0.08
H: -0.04 -1.37 7.43  0.08
H: -3.31 -3.11 6.28  0.09
H: -4.31 -2.43 4.97  0.09
H: -3.63 -1.36 6.18  0.07

=====

No. 2
Density functional theory data (ωB97M-V/def2-TZVPD) for the molecule C3H5N3.

Output
SMILES   Cc1c[nH]nn1
E_HOMO   -9.51 eV
Net charge   0
Lowest unoccupied orbital energy   0.871 eV
Relative energy (zero: lowest compared OMol25 entry of this formula, charge and spin)   25.7 kcal per mole

Each line ends with the Löwdin charge.
Atoms and positions in Å:
C: -1.67 0.22 0.13  -0.05
C: -0.22 -0.05 0.33  -0.36
C: 0.76 0.45 -0.48  -0.07
N: 1.85 -0.28 -0.17  -0.02
N: 1.58 -1.16 0.80  -0.02
N: 0.33 -1.02 1.11  0.03
H: -1.72 1.03 -0.61  0.07
H: -2.23 0.50 1.03  0.08
H: -2.16 -0.65 -0.32  0.08
H: 0.75 1.27 -1.17  0.12
H: 2.73 -0.32 -0.65  0.15

=====

No. 3
Density functional theory data (ωB97M-V/def2-TZVPD) for a structure of composition C3H14N2O2S in a non-equilibrium geometry.

Output
E_HOMO   -9.14 eV
Net charge   0
Lowest unoccupied orbital energy   -0.132 eV
Relative energy (zero: lowest compared OMol25 entry of this formula, charge and spin)   39.4 kcal per mole

Each line ends with the Löwdin charge.
Atoms and positions in Å:
C: 0.66 1.32 0.20  -0.30
C: 1.57 0.32 0.90  -0.65
S: 2.93 -0.20 -0.13  0.65
N: -0.57 1.66 1.02  -0.08
C: -1.77 0.96 0.51  -0.32
N: -1.69 -0.47 0.70  0.01
H: 0.29 0.76 -0.66  0.07
H: 1.13 2.29 0.06  0.11
H: 1.98 0.80 1.81  0.08
H: 1.05 -0.55 1.30  0.05
H: 1.98 -0.19 -1.65  0.12
H: -0.70 2.67 0.96  0.09
H: -1.90 1.20 -0.57  0.12
H: -2.58 1.35 1.14  0.11
H: -1.22 -0.84 1.51  0.08
H: -1.18 -0.87 -0.09  0.04
H: 0.76 -2.98 -0.97  0.05
H: 1.16 -1.56 -0.53  -0.09
O: 0.42 -2.08 -0.91  -0.10
H: -3.38 -0.78 -0.68  0.00
H: -4.45 -1.08 -1.79  0.03
O: -3.74 -0.48 -1.52  -0.08

=====

No. 4
Density functional theory data (ωB97M-V/def2-TZVPD) for a cluster of 2 separate species, C2H6N2 in total in a non-equilibrium geometry.

Output
SMILES   C#N.CN
E_HOMO   -9.61 eV
Net charge   0
Lowest unoccupied orbital energy   0.973 eV
Relative energy (zero: lowest compared OMol25 entry of this formula, charge and spin)   41.8 kcal per mole

Each line ends with the Löwdin charge.
Atoms and positions in Å:
C: -2.79 0.24 0.34  -0.12
N: -3.23 -0.51 -0.40  0.06
H: -2.30 0.88 1.00  0.04
C: 0.49 -0.68 0.12  -0.19
N: 0.13 0.50 -0.69  -0.08
H: -0.18 -0.91 0.87  0.02
H: 1.52 -0.77 0.42  0.05
H: 0.46 -1.49 -0.64  0.09
H: 0.57 0.49 -1.64  0.08
H: 0.49 1.34 -0.24  0.05

=====

No. 5
Density functional theory data (ωB97M-V/def2-TZVPD) for a structure of composition C4H7CsO3 in a non-equilibrium geometry.

Output
E_HOMO   -5.61 eV
Net charge   0
Lowest unoccupied orbital energy   -0.585 eV
Relative energy (zero: lowest compared OMol25 entry of this formula, charge and spin)   4.8 kcal per mole

Each line ends with the Löwdin charge.
Atoms and positions in Å:
O: 0.31 1.83 0.49  0.06
Cs: -2.47 0.76 3.50  0.90
O: -4.04 -2.06 2.86  -0.55
C: -3.93 -2.98 1.84  -0.47
C: 0.95 1.42 -0.45  -0.34
O: 2.10 1.98 -0.79  0.02
C: 2.78 1.50 -1.90  -0.19
C: 4.04 1.85 -2.09  0.05
H: -4.84 -3.03 1.19  0.04
H: -3.78 -4.03 2.20  0.04
H: -3.08 -2.78 1.14  0.03
H: 0.64 0.56 -1.07  0.15
H: 2.23 0.78 -2.51  0.12
H: 4.65 2.28 -1.29  0.07
H: 4.43 1.91 -3.11  0.07

=====

No. 6
Density functional theory data (ωB97M-V/def2-TZVPD) for the molecule C16H20N4O4 in a non-equilibrium geometry.

Output
SMILES   NC(=O)CC[C@H](NC(=O)[C@@H](N)Cc1c[nH]c2ccccc12)C(=O)O
E_HOMO   -8.30 eV
Net charge   0
Lowest unoccupied orbital energy   0.616 eV
Relative energy (zero: lowest compared OMol25 entry of this formula, charge and spin)   54.8 kcal per mole

Each line ends with the Löwdin charge.
Atoms and positions in Å:
N: 0.54 -2.21 -1.53  0.17
C: -0.80 -2.10 -1.32  -0.54
O: -1.37 -2.94 -0.67  0.05
C: -1.53 -0.95 -1.98  -0.08
C: -2.82 -0.65 -1.17  -0.10
C: -2.49 -0.20 0.31  -0.18
N: -1.45 0.78 0.31  0.13
C: -1.64 1.90 -0.27  -0.46
O: -2.73 2.29 -0.77  0.02
C: -0.41 2.80 -0.39  -0.34
N: -0.55 4.21 -0.65  0.00
C: 0.62 2.66 0.80  -0.12
C: 1.40 1.45 1.02  -0.19
C: 1.38 0.75 2.22  -0.07
N: 2.04 -0.45 2.09  0.06
C: 2.66 -0.52 0.93  -0.24
C: 3.50 -1.56 0.39  -0.01
C: 3.86 -1.38 -0.95  -0.08
C: 3.40 -0.24 -1.73  -0.12
C: 2.80 0.80 -1.15  -0.05
C: 2.33 0.65 0.19  -0.09
C: -2.12 -1.38 1.25  -0.47
O: -1.14 -1.42 2.00  0.06
O: -3.16 -2.21 1.36  0.08
H: 1.04 -1.49 -2.10  0.10
H: 1.08 -2.82 -0.83  0.15
H: -1.87 -1.23 -2.97  0.12
H: -0.99 -0.05 -2.10  0.09
H: -3.40 0.14 -1.63  0.10
H: -3.49 -1.55 -1.10  0.13
H: -3.45 0.14 0.65  0.15
H: -0.67 0.59 0.98  0.14
H: 0.11 2.45 -1.27  0.13
H: -0.53 4.95 0.20  0.14
H: -1.43 4.28 -1.22  0.09
H: 1.34 3.52 0.51  0.15
H: -0.01 2.90 1.66  0.12
H: 0.83 0.90 3.20  0.15
H: 2.21 -1.06 2.92  0.19
H: 3.68 -2.46 0.89  0.09
H: 4.55 -2.09 -1.37  0.09
H: 3.79 -0.18 -2.71  0.08
H: 2.51 1.77 -1.55  0.12
H: -3.03 -2.94 2.09  0.20

=====

No. 7
Density functional theory data (ωB97M-V/def2-TZVPD) for a structure of composition C40H59MoN3O2SSi4Te in a non-equilibrium geometry.

Output
Expectation value of S²   2.19
2S+1   3
E_HOMO (alpha / beta)   -12.14 / -12.40 eV
Net charge   +2
Lowest unoccupied orbital energy (alpha / beta)   -6.423 / -5.672 eV
Relative energy (zero: lowest compared OMol25 entry of this formula, charge and spin)   0.2 kcal per mole

Each line ends with the Löwdin charge.
Atoms and positions in Å:
Mo: 1.23 0.25 -0.36  1.13
C: 1.18 -5.30 2.88  0.03
N: 1.76 -3.97 2.76  -0.05
N: 1.70 -3.25 1.59  0.08
C: 1.97 -1.93 1.89  -0.35
O: 2.02 -1.02 1.00  -0.29
C: 2.18 -1.86 3.28  0.08
C: 2.02 -3.13 3.78  -0.23
C: 2.07 -3.60 5.18  0.01
C: 1.89 -3.87 0.32  -0.19
C: 2.78 -4.93 0.18  -0.02
C: 2.96 -5.51 -1.06  -0.05
C: 2.28 -5.02 -2.17  -0.05
C: 1.41 -3.95 -2.03  -0.05
C: 1.20 -3.38 -0.78  -0.04
H: 0.91 -5.67 1.89  0.10
H: 0.29 -5.27 3.50  0.11
H: 1.90 -5.99 3.32  0.11
H: 2.40 -0.97 3.84  0.13
H: 2.45 -2.81 5.82  0.10
H: 2.73 -4.47 5.28  0.10
H: 1.09 -3.89 5.54  0.10
H: 3.33 -5.29 1.04  0.12
H: 3.63 -6.35 -1.16  0.12
H: 2.43 -5.47 -3.14  0.12
H: 0.87 -3.57 -2.89  0.12
H: 0.47 -2.59 -0.65  0.03
C: 4.99 4.03 3.08  -0.03
C: 4.88 2.85 2.16  -0.25
C: 4.63 3.03 0.80  -0.02
C: 4.46 1.94 -0.04  -0.08
C: 4.55 0.66 0.48  -0.42
C: 4.83 0.45 1.83  -0.08
C: 4.99 1.55 2.66  -0.02
S: 4.27 -0.76 -0.57  1.00
C: 5.69 -0.50 -1.65  -0.19
O: 3.08 -0.33 -1.44  -0.64
H: 5.24 4.93 2.53  0.09
H: 5.73 3.86 3.86  0.09
H: 4.03 4.19 3.58  0.09
H: 4.56 4.03 0.40  0.12
H: 4.26 2.10 -1.09  0.11
H: 4.92 -0.56 2.21  0.11
H: 5.20 1.40 3.71  0.12
H: 5.63 0.48 -2.11  0.07
H: 5.68 -1.28 -2.42  0.07
H: 6.59 -0.59 -1.05  0.08
C: -3.63 0.63 -4.29  -0.21
Si: -4.34 -0.75 -3.22  0.35
C: -3.43 -2.37 -3.58  -0.21
C: -6.20 -0.95 -3.48  -0.21
Si: -4.09 -0.18 -0.91  0.41
Te: -1.20 0.04 -0.75  0.57
Si: -4.50 2.05 -0.13  0.35
C: -6.38 2.26 -0.08  -0.21
C: -3.74 2.25 1.59  -0.21
C: -3.68 3.26 -1.32  -0.21
Si: -4.28 -1.99 0.65  0.34
C: -3.38 -1.56 2.26  -0.22
C: -6.12 -2.24 0.94  -0.21
C: -3.49 -3.56 -0.04  -0.21
H: -3.62 0.35 -5.34  0.04
H: -2.60 0.87 -4.00  0.02
H: -4.22 1.55 -4.20  0.02
H: -3.42 -2.57 -4.65  0.04
H: -3.92 -3.22 -3.10  0.02
H: -2.40 -2.34 -3.23  0.01
H: -6.43 -1.19 -4.52  0.04
H: -6.74 -0.04 -3.22  0.03
H: -6.60 -1.76 -2.86  0.03
H: -6.85 1.53 0.57  0.03
H: -6.82 2.15 -1.08  0.03
H: -6.65 3.25 0.29  0.04
H: -4.22 1.61 2.32  0.02
H: -3.83 3.28 1.93  0.04
H: -2.67 2.00 1.57  0.00
H: -4.10 3.18 -2.33  0.02
H: -2.61 3.08 -1.38  0.00
H: -3.83 4.29 -0.99  0.04
H: -3.85 -0.72 2.78  0.02
H: -2.34 -1.29 2.07  0.00
H: -3.39 -2.41 2.95  0.03
H: -6.59 -1.35 1.37  0.03
H: -6.30 -3.07 1.63  0.04
H: -6.64 -2.47 0.01  0.03
H: -2.47 -3.38 -0.38  0.01
H: -4.05 -3.95 -0.89  0.02
H: -3.46 -4.35 0.71  0.04
C: 2.55 3.81 -4.37  -0.06
C: 2.01 2.53 -4.30  -0.06
C: 1.61 2.01 -3.09  -0.05
C: 1.76 2.74 -1.91  -0.30
C: 2.31 4.03 -1.99  -0.04
C: 2.69 4.55 -3.21  -0.06
N: 1.39 2.16 -0.68  -0.19
C: 0.94 2.98 0.38  -0.32
C: 1.24 2.61 1.69  -0.06
C: 0.73 3.33 2.76  -0.07
C: -0.06 4.44 2.54  -0.07
C: -0.35 4.83 1.23  -0.06
C: 0.13 4.10 0.16  -0.03
H: 2.86 4.22 -5.32  0.11
H: 1.89 1.95 -5.21  0.11
H: 1.16 1.02 -3.04  0.07
H: 2.43 4.61 -1.08  0.11
H: 3.10 5.55 -3.25  0.12
H: 1.92 1.78 1.87  0.09
H: 0.97 3.03 3.77  0.11
H: -0.45 5.01 3.37  0.11
H: -0.96 5.70 1.04  0.12
H: -0.12 4.38 -0.85  0.12

=====

No. 8
Density functional theory data (ωB97M-V/def2-TZVPD) for a cluster of 2 separate species, C2H6O in total in a non-equilibrium geometry.

Output
Expectation value of S²   0.76
2S+1   2
E_HOMO (alpha / beta)   -16.77 / -16.74 eV
Net charge   +1
Lowest unoccupied orbital energy (alpha / beta)   -7.680 / -11.226 eV
Relative energy (zero: lowest compared OMol25 entry of this formula, charge and spin)   26.5 kcal per mole

Each line ends with the Löwdin charge.
Atoms and positions in Å:
C: -0.51 2.13 0.17  -0.04
H: -0.94 2.23 -0.82  0.03
H: 0.54 1.90 -0.04  0.01
H: -0.67 2.91 0.90  0.03
H: -0.94 1.22 0.61  0.00
O: -0.21 -1.00 -0.31  0.37
C: 0.75 -1.57 0.06  0.18
H: 1.80 -1.22 -0.08  0.20
H: 0.74 -2.54 0.61  0.20